Entry one
Formula: C9H36O9
Source: the Open Molecules 2025 dataset
Level of theory: the ωB97M-V functional and the def2-TZVPD basis

The geometry in ORCA input format:
```
! wB97M-V def2-TZVPD RIJCOSX def2/J DEFGRID3
* xyz 0 1
C 1.2976 -32.4320 -12.8059
C 0.5507 -30.0693 -15.6823
C -4.5553 -34.3881 -13.1016
H 0.0141 -36.2188 -10.5410
H -0.2832 -34.7274 -11.5707
H 1.1130 -32.5592 -17.5048
H -1.6458 -34.1175 -15.3096
H 2.5244 -32.6691 -18.4891
H 0.3134 -31.2475 -18.9307
C -2.0410 -31.1812 -13.9870
H 2.0832 -34.0520 -11.9576
H -1.3637 -32.4653 -11.4559
H 1.4966 -31.9018 -11.8588
O 1.2525 -31.1835 -19.0420
O -3.3607 -31.6484 -13.9757
H 1.4980 -29.7145 -16.2165
H -4.5487 -35.3137 -13.5431
H 2.4245 -31.3055 -17.2939
H -1.4205 -32.3246 -16.7799
O 1.8988 -33.7237 -12.8234
H -2.7535 -32.3961 -17.8762
O -1.5254 -30.9724 -10.0789
H -0.5194 -32.6875 -9.9589
H -1.7382 -31.1309 -12.9615
H 0.5166 -31.1531 -15.7859
C -0.6971 -35.7536 -11.2385
C -1.4199 -32.3096 -10.3914
H -5.2180 -34.4903 -12.2604
H -1.9728 -30.8544 -19.1829
H -0.5133 -29.7713 -17.1501
C 1.8815 -31.9449 -18.0036
H -0.7768 -35.4659 -14.4957
H -2.8480 -34.7249 -12.0916
O -1.3339 -31.1643 -18.5053
H -1.4306 -31.8508 -14.5944
H -3.4365 -32.5169 -13.5144
H -2.2506 -32.9361 -10.0349
H -2.6692 -30.9771 -16.9611
H 1.0562 -34.0132 -14.5090
H -0.6509 -30.5986 -10.0046
C -0.8303 -34.3685 -14.6355
H 1.7518 -31.9141 -13.6041
H 0.2686 -32.4886 -13.1335
H -2.0490 -30.2251 -14.4665
H -0.7582 -36.5244 -12.0013
O -0.5718 -29.4410 -16.2497
O 0.3729 -33.9734 -15.1998
H -4.8210 -33.6484 -13.8558
H -0.9501 -33.8544 -13.6579
H -1.7760 -35.1602 -9.7018
O -3.2431 -34.0751 -12.6848
H 0.6842 -29.9694 -14.6542
C -2.0430 -31.7147 -17.4363
O -1.9324 -35.6130 -10.5686
*
```

Results
**HOMO**: -0.35177 Eh
**Structure (SMILES)**: CO.CO.CO.CO.CO.CO.CO.CO.CO
**Kohn-Sham gap**: 0.35719 hartree

Entry two
Formula: C9H36O9
Source: the Open Molecules 2025 dataset
Level of theory: the ωB97M-V functional and the def2-TZVPD basis

The geometry in ORCA input format:
```
! wB97M-V def2-TZVPD RIJCOSX def2/J DEFGRID3
* xyz 0 1
O 0.3052 1.9483 3.3145
O -5.3722 0.6135 -3.2026
O -3.3513 4.4381 -1.0635
H 4.4196 -3.4781 1.8878
H 0.2778 -2.4747 4.4167
H -5.5190 1.1145 -1.2405
O 3.3947 -0.7441 -1.2722
H -2.5461 2.8817 -0.0647
O 1.1049 -1.8448 2.5925
H -5.0332 2.3604 -2.3126
H 2.4312 3.9557 -0.7487
H -2.8829 -4.7094 -1.7060
H -0.9311 3.5042 2.6064
C -2.1687 3.6548 -0.7282
H -1.5674 0.1666 -0.2057
H -3.8457 1.0723 -1.7722
H 1.1064 -3.7340 3.5049
C 3.0683 3.0802 -0.8858
H 3.2478 -1.4224 -0.5672
O 0.1549 0.9498 0.6504
H 0.7688 3.6987 2.2484
H 2.3495 -0.0536 -2.8817
H 1.3952 -0.9920 -1.7518
C 1.1290 -2.6655 3.7535
H 4.0839 -4.4026 0.3801
H -1.1441 -4.5987 -1.6508
H -1.3040 -0.1063 1.5163
C -4.8540 1.3139 -2.1011
H 0.4025 1.5035 2.4531
C 0.0780 3.3392 3.0298
H 2.0283 -2.4367 4.3180
H -1.5606 4.3260 -0.0978
O -2.1434 -2.7693 -1.8953
C -2.0331 -4.1826 -2.1540
H 2.7388 1.2997 -1.6919
H 2.2891 -2.3283 1.2810
O 2.2680 2.1267 -1.5140
H -0.2668 -1.0123 0.3805
H 3.9268 3.3362 -1.4924
H -5.5389 -0.2938 -2.9372
H 0.5976 1.0960 -0.2098
H 3.3019 2.7593 0.1361
H -1.5820 3.3164 -1.5792
H 0.1833 3.9261 3.9312
C -0.8128 -0.0780 0.5388
C 3.6528 -3.8282 1.1864
H 0.1953 -1.8047 2.2767
H -3.1035 5.0985 -1.7178
H 2.9958 -4.4869 1.7765
H 2.4953 -1.7604 -2.9770
O 2.9194 -2.7530 0.6527
H -1.9185 -4.3328 -3.2128
H -2.2023 -2.6342 -0.9502
C 2.3713 -0.9528 -2.2471
*
```

Results
**HOMO**: -0.35747 Eh
**Structure (SMILES)**: CO.CO.CO.CO.CO.CO.CO.CO.CO
**Kohn-Sham gap**: 0.36432 hartree

Which of them is least stable? Easy: entry one.

Entry one
Formula: C3H5ClO
Source: the Open Molecules 2025 dataset
Level of theory: the ωB97M-V functional and the def2-TZVPD basis

The geometry in ORCA input format:
```
! wB97M-V def2-TZVPD RIJCOSX def2/J DEFGRID3
* xyz 0 1
C -0.0964 0.3810 -0.3590
H -1.6646 -0.6785 -1.4747
H 1.1929 -0.5618 1.1627
O 0.3729 -0.1987 -1.4835
H 1.5733 1.0623 0.6653
H -0.7042 1.2588 -0.3941
Cl -0.1653 0.9909 2.3001
C 0.7589 0.4104 0.8953
H -0.5135 -1.8274 -0.4260
C -0.7541 -0.8370 -0.8861
*
```

Results
**HOMO**: -0.38992 Eh
**Structure (SMILES)**: ClC[C@@H]1CO1
**Kohn-Sham gap**: 0.42840 hartree

Entry two
Formula: C3H5ClO
Source: the Open Molecules 2025 dataset
Level of theory: the ωB97M-V functional and the def2-TZVPD basis

The geometry in ORCA input format:
```
! wB97M-V def2-TZVPD RIJCOSX def2/J DEFGRID3
* xyz 0 1
H 0.6252 -1.5128 1.6818
C 0.3111 0.7615 -0.5611
H 1.3846 0.6546 -0.8729
O 1.0311 -0.7659 1.2114
H -1.6415 -0.2494 -0.7945
Cl -0.2460 2.4238 -1.0318
C 0.0133 0.0145 0.6703
H -0.2254 -1.2974 -1.1044
C -0.6060 -0.4515 -0.6466
H -0.6463 0.4226 1.4478
*
```

Results
**HOMO**: -0.36975 Eh
**Structure (SMILES)**: O[C@@H]1C[C@H]1Cl
**Kohn-Sham gap**: 0.40095 hartree

Which of them is least stable? Easy: entry one.

Entry one
Formula: C20H14F5KN2O2S
Source: the Open Molecules 2025 dataset
Level of theory: the ωB97M-V functional and the def2-TZVPD basis

The geometry in ORCA input format:
```
! wB97M-V def2-TZVPD RIJCOSX def2/J DEFGRID3
* xyz -2 1
C 2.2752 -1.0401 3.2467
H 4.2345 -2.5838 0.9804
H 2.8114 -3.8260 0.0780
C -4.4136 2.8417 3.1913
F -2.7327 2.5169 4.7577
C 2.3225 3.4571 0.0603
C -1.0968 -3.2973 -1.5917
H 4.0598 -0.8413 0.7722
C 2.0795 3.1129 -1.4212
H 1.3743 3.5132 0.5995
C 2.1975 -0.7947 4.6106
S -0.8303 0.9642 2.9595
H 5.4419 -2.2022 3.0803
C -2.9658 1.4850 1.3111
C 0.8588 -3.4194 -0.7014
C -2.3851 1.6156 2.5819
H -2.0387 -2.8566 -1.8962
H 1.2575 -5.5543 -1.1873
F -6.1546 3.1921 1.6170
H -1.2283 -5.4107 -2.2873
N 2.2901 -1.8841 0.5113
C 0.5993 -4.6965 -1.2305
O 1.3648 2.0907 -1.6217
H 2.8655 4.3953 0.1714
F -2.3058 0.8225 0.3470
F -4.7054 1.8360 -0.2573
C 4.5273 -1.8054 3.5101
C -3.1728 2.3210 3.5045
C -4.2031 1.9990 0.9791
H 5.3060 -1.7877 5.5078
C 4.4516 -1.5706 4.8762
C -0.6761 -4.6233 -1.7930
O 2.6168 3.8425 -2.2761
K 0.3768 0.1085 -0.2415
N -0.1884 -2.5689 -0.9302
H 1.2770 -0.3873 5.0104
C 3.5651 -1.7319 1.1788
C -4.9414 2.6855 1.9240
H 1.4158 -0.8463 2.6213
C 3.4442 -1.5366 2.6783
H 2.8992 2.6570 0.5331
F -5.1293 3.5097 4.1196
C 3.2866 -1.0585 5.4304
H 3.2265 -0.8670 6.4953
C 2.0489 -3.0328 -0.0026
*
```

Results
**HOMO**: -0.07992 Eh
**Kohn-Sham gap**: 0.24364 hartree

Entry two
Formula: C20H14F5KN2O2S
Source: the Open Molecules 2025 dataset
Level of theory: the ωB97M-V functional and the def2-TZVPD basis

The geometry in ORCA input format:
```
! wB97M-V def2-TZVPD RIJCOSX def2/J DEFGRID3
* xyz -2 1
H -0.7021 2.1104 3.8998
C -2.6926 1.4446 -4.0946
H -2.9274 1.3055 -5.1435
C -1.1111 1.3228 -2.2786
H -2.0826 -4.1880 3.1525
F 3.5607 -0.7858 0.5986
F 4.3967 -3.3414 0.5227
H 0.0126 3.3740 2.9039
C -1.4734 -1.2776 1.7412
H -4.6588 2.1304 -3.5731
O 2.1202 2.1355 3.7097
C -1.8158 -0.0195 1.1622
C 1.3081 2.6444 4.5237
H -4.1099 2.4367 -1.1865
H -0.6482 0.7932 -4.2888
H -2.6523 2.2415 0.6246
H -0.1145 1.0890 -1.9215
N -0.2114 -1.7966 1.8237
C 4.0455 -2.7124 -0.6132
H 0.5033 -3.6256 2.5849
C -3.6588 1.9077 -3.2182
H -1.0798 2.8789 0.1302
N -1.0445 0.8703 0.6534
C -1.4186 1.1540 -3.6183
C 3.3434 -1.4320 -2.9442
C -2.4228 -2.1732 2.2682
C -0.0734 3.0056 3.9275
S 2.7349 0.9509 -1.6984
C 3.7709 -2.7461 -2.9802
H -3.4916 -2.0184 2.3158
C 4.1292 -3.3962 -1.8154
C 3.2545 -0.6950 -1.7537
C -1.6990 -3.2872 2.6944
C -0.3590 -2.9965 2.3992
C 3.6180 -1.4039 -0.5964
C -2.0785 1.7954 -1.3920
K 1.4303 0.4166 1.9320
F 4.5486 -4.6798 -1.8471
O 1.4707 2.8623 5.7378
C -1.7367 2.0053 0.0625
F 3.8454 -3.4112 -4.1520
F 3.0111 -0.8701 -4.1193
H -0.5856 3.7452 4.5439
H -2.9062 0.1555 1.1961
C -3.3495 2.0807 -1.8737
*
```

Results
**HOMO**: -0.07408 Eh
**Kohn-Sham gap**: 0.23906 hartree

Which of them is least stable? Easy: entry two.

Entry one
Formula: C4H12BrN2
Source: the Open Molecules 2025 dataset
Level of theory: the ωB97M-V functional and the def2-TZVPD basis

The geometry in ORCA input format:
```
! wB97M-V def2-TZVPD RIJCOSX def2/J DEFGRID3
* xyz 1 1
H 1.0218 -0.8256 1.1030
H -0.0483 -2.8909 1.6647
H 0.5052 0.6615 -2.6411
C 0.0827 -1.0260 0.7453
H -0.7992 -1.4664 2.7020
H -1.0620 0.4452 -2.1897
H -1.6554 -2.0308 1.1841
C -0.6772 -1.9396 1.7141
H -0.4599 0.7941 1.7588
H -1.5740 0.5557 0.4504
C 0.1717 1.2798 -0.6646
N -0.0483 0.3896 -1.8634
N 1.5062 1.3721 -0.7597
Br -0.9697 2.9960 -1.0093
H 2.1922 1.4628 0.0188
H 0.2696 -1.5861 -0.1349
H 1.9217 1.9934 -1.5294
C -0.5260 0.4101 0.7558
H 0.1490 -0.5948 -1.3048
*
```

Results
**HOMO**: -0.52520 Eh
**Structure (SMILES)**: CCC[C@@](N)([NH3+])Br
**Kohn-Sham gap**: 0.40251 hartree

Entry two
Formula: C4H12BrN2
Source: the Open Molecules 2025 dataset
Level of theory: the ωB97M-V functional and the def2-TZVPD basis

The geometry in ORCA input format:
```
! wB97M-V def2-TZVPD RIJCOSX def2/J DEFGRID3
* xyz 1 1
H 1.9179 2.3536 1.0511
H -0.8173 -1.9369 -0.8848
H -2.0158 -2.0858 1.4479
H 3.3343 1.4967 1.4399
Br 3.2120 -0.8020 -0.3018
H -3.1273 -2.0632 0.0736
H -1.7838 -0.7365 -1.2375
H -2.9138 -0.6610 0.9342
H 0.3478 1.6635 -0.4333
C -2.3804 -1.5693 0.6005
H 3.1819 2.3136 -0.1670
H -0.0377 -0.6822 1.0453
C -1.3088 -1.1563 -0.3605
H -1.0465 0.5193 0.6520
H 0.5414 0.3646 -1.6154
C 0.6189 0.5608 -0.5414
N -0.4254 -0.1856 0.2675
N 1.9556 0.4914 0.3750
C 2.7058 1.7240 0.6191
*
```

Results
**HOMO**: -0.48805 Eh
**Structure (SMILES)**: CC[NH2+]CN(C)Br
**Kohn-Sham gap**: 0.36919 hartree

Which of them is least stable? Easy: entry two.